Record 1
DFT (ωB97M-V/def2-TZVPD) results for a single C4H9NO2 molecule at a distorted geometry.

For the highest occupied orbital energy, the calculation gives -0.3193 Ha. The SMILES is C[C@@H]1C[N@@H+]1[C@H]([O-])O. The orbital gap comes out at 0.34436 Ha. The charge is 0. Its energy is -362.95847 a.u. The calculation puts the molar mass at 103.12 Da.

```
16
Properties=species:S:1:pos:R:3:lowdin_charge:R:1
C 1.60511 0.39218 -0.13925 -0.05
C 0.18234 0.83181 -0.50978 -0.22
C -0.67285 1.37562 0.55299 -0.07
N -1.14579 0.16617 -0.06541 0.03
C -0.82292 -1.39206 0.39836 -0.57
O -0.11027 -1.41366 1.41959 -0.08
O -0.25696 -1.69495 -0.90075 -0.06
H 2.14094 1.28361 0.22947 0.09
H 2.17732 -0.00254 -0.98723 0.08
H 1.58145 -0.33937 0.66804 0.07
H 0.07591 1.16301 -1.53643 0.14
H -0.31561 1.18509 1.56148 0.13
H -1.25785 2.26129 0.36883 0.12
H -1.90911 0.23466 -0.73890 0.16
H -1.82271 -1.87400 0.38653 0.13
H 0.55101 -2.17687 -0.70755 0.09
```

Record 2
DFT (ωB97M-V/def2-TZVPD) results for 2 unconnected molecules or ions with the total composition C4H9NO2S at a distorted geometry.

For the highest occupied orbital energy (spin up / spin down), the calculation gives -0.1313 / -0.1310 Ha. The orbital gap (spin up / spin down) comes out at 0.24094 / 0.18832 Ha. The spin multiplicity is 2. The charge is -1. As for the expectation value of S²: 0.76. Its energy is -761.05389 a.u. The calculation puts the molar mass at 135.19 Da.

```
17
Properties=species:S:1:pos:R:3:lowdin_spin:R:1
O -1.14141 1.57093 -1.59486 0.07
C -0.72812 0.41520 -1.20977 0.00
N 0.65726 0.34454 -0.74193 0.12
C 1.33203 -0.89334 -1.07812 0.08
O 0.52667 -1.95061 -1.06324 0.63
C -1.64685 0.26187 0.62842 0.01
C -1.98720 -0.51125 -0.44419 0.00
S 1.25832 0.53439 2.47380 0.00
H 0.77944 0.65597 0.24298 0.00
H 1.77889 -0.73706 -2.08155 0.03
H 2.13351 -0.98774 -0.32643 0.06
H -0.62549 -0.26119 -2.09171 0.00
H -2.32230 1.06093 0.89498 0.00
H -0.76969 0.01398 1.19824 0.00
H -1.70322 -1.54853 -0.43352 0.00
H -2.89625 -0.25102 -0.93312 0.00
H 2.37330 -0.19714 2.33196 0.00
```

Record 3
DFT (ωB97M-V/def2-TZVPD) results for 2 unconnected molecules or ions with the total composition C4H9NO2S at a distorted geometry.

For the highest occupied orbital energy, the calculation gives -0.3131 Ha. The orbital gap comes out at 0.34485 Ha. The charge is 0. Its energy is -761.05344 a.u. The calculation puts the molar mass at 135.19 Da.

```
17
Properties=species:S:1:pos:R:3:lowdin_charge:R:1
C 0.16687 0.33145 2.34644 -0.02
C 0.61285 -0.03881 1.15028 -0.31
C -1.82216 -0.56119 -0.89808 -0.18
C 1.84908 2.24086 -0.86844 -0.05
N 1.48351 1.50691 -1.90131 -0.03
O 0.84115 -1.63220 -0.74242 -0.49
O -1.60936 -1.26361 0.30005 -0.42
S 0.08098 -1.64471 0.46549 0.94
H -0.32996 -0.40556 3.05836 0.09
H 0.50441 1.22996 2.76768 0.04
H -1.28672 -1.05818 -1.77064 0.09
H -1.35431 0.46019 -0.69731 0.10
H -2.86278 -0.57679 -0.98601 0.06
H 1.02956 0.68559 0.47036 -0.01
H 2.27263 3.22071 -1.25041 0.01
H 1.25445 0.49479 -1.86149 0.08
H 1.59063 1.91275 -2.85118 0.10
```